# 1
{
  "formula": "C32H30N9NiO3S2Se",
  "method": "wB97M-V/def2-TZVPD",
  "total_charge": -1,
  "energy_ha": -6662.0999,
  "e_lumo_ev": [0.8, 0.8],
  "multiplicity": 1,
  "elements": ["Ni", "Se", "N", "C", "C", "C", "C", "C", "N", "C", "C", "N", "C", "C", "C", "C", "C", "N", "H", "H", "H", "H", "H", "H", "C", "N", "C", "C", "O", "H", "H", "H", "H", "H", "H", "H", "N", "C", "C", "C", "C", "C", "C", "S", "O", "O", "N", "C", "S", "C", "C", "N", "H", "H", "H", "H", "H", "H", "H", "H", "C", "C", "C", "C", "C", "C", "C", "C", "N", "H", "H", "H", "H", "H", "H", "H", "H", "H"],
  "positions_angstrom": [[-0.607, -0.784, 0.821], [-4.267, -4.954, 5.989], [-2.996, -3.689, 6.112], [-2.763, -3.302, 4.884], [-1.792, -2.276, 4.544], [-1.057, -1.569, 5.501], [-0.179, -0.591, 5.097], [-0.028, -0.346, 3.731], [-0.703, -1.003, 2.809], [-1.600, -1.945, 3.193], [-2.385, -2.556, 2.154], [-2.177, -2.111, 0.893], [-2.906, -2.596, -0.088], [-3.868, -3.595, 0.112], [-4.077, -4.072, 1.382], [-3.341, -3.539, 2.448], [-3.536, -3.942, 3.831], [-4.398, -4.855, 4.199], [-1.210, -1.797, 6.549], [0.383, -0.007, 5.813], [0.671, 0.401, 3.373], [-2.717, -2.182, -1.075], [-4.431, -3.971, -0.732], [-4.806, -4.847, 1.591], [1.355, 2.243, 0.674], [0.260, 3.172, 0.952], [0.477, 4.582, 0.717], [-0.935, 2.708, 1.367], [-1.207, 1.540, 1.600], [2.026, 2.687, -0.058], [0.950, 1.331, 0.255], [1.919, 2.002, 1.583], [1.206, 4.994, 1.419], [-0.460, 5.126, 0.833], [0.854, 4.739, -0.295], [-1.677, 3.512, 1.507], [2.821, 5.782, -2.310], [2.907, 4.382, -2.383], [1.867, 3.641, -2.953], [1.951, 2.263, -3.037], [3.082, 1.607, -2.559], [4.134, 2.333, -2.016], [4.047, 3.718, -1.934], [3.092, -0.161, -2.545], [4.452, -0.573, -2.257], [2.528, -0.551, -3.805], [2.065, -0.473, -1.376], [2.385, -0.959, -0.171], [4.033, -1.344, 0.409], [3.399, -1.850, 1.931], [2.065, -1.722, 1.934], [1.472, -1.198, 0.793], [1.887, 6.153, -2.290], [3.419, 6.206, -1.623], [0.983, 4.158, -3.319], [1.144, 1.673, -3.471], [5.004, 1.799, -1.654], [4.865, 4.290, -1.509], [4.039, -2.250, 2.708], [1.437, -2.018, 2.757], [-0.065, -2.973, -1.777], [-0.625, -1.857, -2.636], [-0.748, -2.075, -4.002], [-1.225, -1.105, -4.875], [-1.602, 0.139, -4.359], [-1.505, 0.415, -3.011], [-1.908, 1.756, -2.460], [-0.997, -0.578, -2.081], [-0.931, -0.196, -0.809], [0.933, -3.257, -2.127], [-0.702, -3.866, -1.830], [0.023, -2.677, -0.740], [-0.428, -3.039, -4.399], [-1.280, -1.301, -5.942], [-1.981, 0.907, -5.031], [-2.398, 2.358, -3.234], [-1.030, 2.301, -2.083], [-2.583, 1.639, -1.608]],
  "atomic_forces_ev_per_a": [[0.4, -0.3, -0.9], [0.0, 0.0, 0.0], [-0.3, -0.3, -0.5], [0.0, -0.1, 0.1], [0.4, 0.5, -0.2], [-0.2, -0.2, 0.1], [0.0, 0.1, -0.2], [0.1, 0.2, 0.4], [-0.8, -0.4, 0.0], [0.6, 0.5, 0.9], [-0.7, -0.6, -0.8], [0.4, 0.0, 1.0], [-0.2, -0.1, -0.5], [0.2, 0.2, 0.0], [-0.1, -0.1, 0.4], [0.2, 0.2, -0.5], [-0.1, 0.0, 0.0], [0.3, 0.3, 0.5], [0.0, 0.0, 0.0], [0.0, 0.0, 0.0], [-0.1, 0.0, -0.1], [0.1, 0.0, 0.1], [0.0, 0.0, 0.0], [0.0, 0.1, 0.0], [-0.1, 0.1, 0.2], [0.0, -0.1, -0.1], [0.0, -0.1, 0.0], [0.0, -0.4, 0.0], [0.1, 0.7, 0.4], [0.0, 0.1, 0.0], [-0.1, -0.2, -0.1], [0.0, 0.1, -0.1], [0.0, 0.0, 0.0], [0.0, 0.0, 0.0], [0.0, 0.0, 0.0], [0.0, 0.0, -0.1], [0.1, -0.1, -0.2], [0.0, 0.0, 0.0], [-0.1, 0.1, 0.0], [-0.1, -0.1, -0.1], [0.0, 0.2, 0.1], [-0.2, 0.0, 0.0], [0.0, 0.0, 0.0], [-0.2, 0.1, 0.1], [0.2, 0.0, 0.2], [0.0, -0.2, -0.1], [0.2, -0.6, 1.0], [-0.3, 0.3, -0.3], [0.0, 0.1, -0.4], [0.3, -0.1, 0.0], [-0.3, 0.2, -0.4], [0.3, -0.1, 0.0], [-0.1, 0.0, 0.0], [0.0, 0.0, 0.1], [0.1, -0.1, 0.0], [0.1, 0.1, 0.1], [0.0, 0.1, 0.0], [0.0, 0.0, 0.0], [-0.2, 0.1, -0.1], [0.0, -0.1, 0.0], [-0.1, 0.1, -0.4], [-0.1, 0.1, 0.0], [0.0, 0.2, 0.1], [0.0, 0.0, -0.3], [0.1, -0.2, 0.1], [0.0, -0.1, -0.1], [0.1, -0.1, -0.1], [0.0, 0.2, 0.4], [-0.1, -0.1, -0.2], [0.0, 0.0, 0.1], [0.0, 0.0, 0.0], [0.0, 0.1, 0.2], [0.0, 0.1, 0.0], [0.0, 0.0, 0.1], [0.0, 0.0, 0.0], [0.1, 0.0, 0.0], [-0.1, 0.0, 0.0], [0.0, 0.0, 0.0]]
}

# 2
{
  "formula": "C3H6N2O",
  "method": "wB97M-V/def2-TZVPD",
  "relative_energy_ev": 1.525,
  "energy_ha": -302.6371,
  "e_lumo_ev": 0.6,
  "multiplicity": 1,
  "elements": ["N", "C", "C", "O", "C", "N", "H", "H", "H", "H", "H", "H"],
  "positions_angstrom": [[-3.098, -0.193, 0.184], [-1.979, -0.375, 0.423], [-0.510, -0.607, 0.574], [0.011, -0.032, 1.731], [0.209, -0.065, -0.720], [1.368, 0.739, -0.316], [-0.352, -1.690, 0.596], [0.670, 0.616, 1.389], [-0.482, 0.577, -1.269], [0.470, -0.895, -1.400], [2.270, 0.288, -0.415], [1.423, 1.638, -0.776]],
  "atomic_forces_ev_per_a": [[1.3, -0.2, 0.4], [-0.8, 0.2, -0.3], [-0.1, -0.3, -0.3], [-0.1, 0.2, -0.2], [0.3, 0.3, -0.2], [0.1, 0.1, -0.2], [-0.2, 0.0, 0.2], [-0.1, -0.2, 0.2], [0.1, -0.1, 0.1], [-0.1, 0.3, 0.4], [-0.3, -0.1, 0.0], [-0.2, -0.2, 0.0]]
}

# 3
{
  "formula": "C7H14N2",
  "method": "wB97M-V/def2-TZVPD",
  "relative_energy_ev": 1.725,
  "energy_ha": -384.5685,
  "e_lumo_ev": 0.8,
  "multiplicity": 1,
  "elements": ["H", "N", "C", "N", "C", "C", "H", "H", "H", "H", "H", "C", "C", "C", "C", "H", "H", "H", "H", "H", "H", "H", "H"],
  "positions_angstrom": [[0.691, -1.869, 0.507], [1.622, -1.304, 0.432], [1.558, -0.410, -0.458], [0.503, -0.318, -1.377], [2.455, 0.759, -0.444], [3.499, 0.848, 0.368], [0.518, 0.407, -2.079], [0.089, -1.186, -1.678], [2.202, 1.571, -1.117], [4.132, 1.721, 0.398], [3.720, 0.040, 1.046], [-1.277, -1.337, 1.061], [-1.587, -0.215, 0.383], [-2.600, -0.206, -0.725], [-1.166, 1.140, 0.873], [-1.780, -2.266, 0.834], [-0.798, -1.274, 2.025], [-2.209, 0.316, -1.595], [-2.897, -1.216, -1.008], [-3.496, 0.332, -0.411], [-0.378, 1.059, 1.616], [-0.791, 1.744, 0.042], [-2.011, 1.666, 1.308]],
  "atomic_forces_ev_per_a": [[2.3, 1.0, -0.7], [-1.5, -1.5, 0.9], [-1.4, 0.3, -0.3], [0.6, 0.1, -0.3], [0.5, 0.2, -0.1], [-0.2, 0.1, -0.1], [0.2, -0.2, 0.0], [0.0, 0.1, 0.1], [0.1, 0.0, -0.1], [0.0, 0.1, -0.1], [0.0, -0.2, 0.1], [-1.3, 1.1, 0.0], [-0.6, -0.7, 1.2], [0.3, -0.2, -0.1], [0.5, -0.2, -0.4], [0.1, -0.2, -0.2], [0.5, 0.0, 0.0], [0.0, 0.0, -0.2], [0.0, 0.0, -0.1], [0.0, 0.0, 0.1], [0.1, 0.0, 0.1], [0.0, 0.0, 0.1], [-0.2, 0.1, 0.1]]
}

# 4
{
  "formula": "C4H5BN2O",
  "method": "wB97M-V/def2-TZVPD",
  "relative_energy_ev": 1.963,
  "energy_ha": -364.9756,
  "e_lumo_ev": 0.2,
  "multiplicity": 1,
  "elements": ["B", "C", "C", "C", "C", "N", "N", "O", "H", "H", "H", "H", "H"],
  "positions_angstrom": [[0.420, -1.898, 1.141], [-0.636, 0.796, 0.507], [0.350, -0.151, -1.456], [-0.431, 2.016, -1.430], [-0.003, -0.280, -0.077], [-0.754, 2.018, -0.151], [-0.013, 0.978, -2.118], [0.643, -1.456, 2.315], [0.376, -3.053, 0.776], [-0.837, 0.985, 1.605], [0.725, -0.785, -2.297], [-0.789, 2.876, -1.860], [0.950, -2.046, 3.046]],
  "atomic_forces_ev_per_a": [[-1.5, 1.6, -4.9], [1.1, 3.3, 0.4], [-1.7, 1.6, -0.9], [-1.1, -1.8, 1.9], [1.3, -3.9, 0.9], [-0.1, -2.1, 1.4], [1.3, -0.5, -0.3], [1.1, 0.5, 3.7], [0.2, 0.6, 0.0], [0.0, -1.2, -1.3], [0.1, -0.6, 2.0], [0.0, 2.0, -1.9], [-0.5, 0.5, -1.0]]
}

# 5
{
  "formula": "C5H15NO3SSi",
  "method": "wB97M-V/def2-TZVPD",
  "relative_energy_ev": 3.675,
  "energy_ha": -1167.5812,
  "e_lumo_ev": 0.6,
  "multiplicity": 1,
  "elements": ["C", "N", "O", "Si", "C", "C", "C", "S", "C", "O", "O", "H", "H", "H", "H", "H", "H", "H", "H", "H", "H", "H", "H", "H", "H", "H"],
  "positions_angstrom": [[1.266, -0.060, 2.348], [0.831, -0.518, 1.017], [-0.639, -0.265, 0.903], [-1.492, -0.090, -0.496], [-1.034, -1.562, -1.637], [-1.517, 1.431, -1.578], [-3.097, -0.162, 0.497], [1.615, 0.443, -0.078], [3.345, -0.067, 0.368], [1.365, 0.096, -1.424], [1.561, 1.793, 0.351], [0.531, -0.468, 3.011], [2.220, -0.604, 2.683], [1.353, 1.023, 2.136], [-0.622, -2.397, -1.161], [-1.719, -1.817, -2.354], [-0.195, -1.113, -2.306], [-0.879, 2.279, -1.218], [-0.988, 1.113, -2.574], [-2.570, 1.675, -1.800], [-3.276, -1.017, 1.052], [-3.172, 0.758, 1.124], [-3.878, 0.088, -0.193], [3.742, 0.637, 1.096], [3.387, -0.999, 0.808], [3.862, -0.197, -0.575]],
  "atomic_forces_ev_per_a": [[0.9, -0.7, -0.4], [-1.6, -1.1, -0.9], [3.2, 0.3, 1.5], [-1.5, -1.5, -1.0], [2.4, 3.5, -0.2], [1.8, -0.2, -1.5], [0.5, 3.0, -1.3], [3.9, -0.7, 1.3], [-1.1, 1.3, -1.1], [-0.7, -0.2, -0.8], [-0.8, 1.9, -0.4], [-0.7, 0.6, 0.5], [-1.2, 1.1, -0.9], [0.0, -0.3, 2.1], [0.4, -1.3, 0.8], [-2.2, -0.9, -1.4], [-1.2, -0.8, 1.3], [-1.0, -0.5, -0.1], [-1.1, 0.6, 1.7], [0.6, 0.3, 0.2], [-0.4, -1.6, 1.0], [0.5, -0.7, 0.1], [-0.9, -0.6, -0.6], [0.1, 0.3, -0.5], [-0.4, -2.1, 0.9], [0.3, 0.7, -0.1]]
}